Record 1
{"formula": "C14H23N6O5", "method": "the ωB97M-V functional and the def2-TZVPD basis", "total_charge": 1, "e_above_lowest_ev": 0.368, "smiles": "CC(C)[C@H](N)C(=O)OC[C@H](CO)OCn1cnc2c(O)nc(N)[nH+]c21", "mol_weight_da": 355.375, "gap_ha": 0.3478, "lumo_ev": -2.266, "multiplicity": 1, "species": ["C", "H", "H", "H", "C", "C", "H", "H", "H", "H", "C", "N", "H", "H", "H", "C", "O", "O", "C", "H", "H", "C", "C", "O", "H", "H", "H", "H", "O", "C", "N", "C", "C", "N", "C", "H", "C", "O", "N", "C", "N", "H", "H", "N", "H", "H", "H", "H"], "xyz": [[-4.331, -2.567, -0.364], [-4.108, -2.843, -1.393], [-5.409, -2.478, -0.267], [-4.011, -3.368, 0.299], [-3.683, -1.227, -0.010], [-4.332, -0.123, -0.840], [-4.224, -0.338, -1.901], [-5.393, -0.069, -0.611], [-3.889, 0.845, -0.634], [-3.856, -1.028, 1.054], [-2.146, -1.272, -0.254], [-1.499, -2.533, 0.103], [-1.838, -3.279, -0.493], [5.608, -3.347, -0.607], [-1.731, -2.771, 1.064], [-1.424, -0.203, 0.551], [-0.522, -0.476, 1.312], [-1.868, 1.028, 0.352], [-1.317, 2.066, 1.159], [-2.112, 2.804, 1.275], [-1.036, 1.650, 2.132], [-0.084, 2.724, 0.529], [-0.349, 3.199, -0.906], [0.705, 4.057, -1.277], [0.505, 4.466, -2.126], [-1.313, 3.720, -0.932], [-0.398, 2.327, -1.572], [0.172, 3.598, 1.141], [0.987, 1.787, 0.571], [2.254, 2.373, 0.712], [3.256, 1.390, 0.382], [3.141, 0.050, 0.272], [4.419, -0.433, -0.068], [5.286, 0.618, -0.153], [4.584, 1.667, 0.109], [4.967, 2.667, 0.121], [4.552, -1.828, -0.247], [5.700, -2.384, -0.518], [3.475, -2.593, -0.149], [2.276, -2.098, 0.144], [1.242, -2.919, 0.183], [1.434, -3.889, -0.009], [0.250, -2.615, 0.255], [2.078, -0.773, 0.405], [1.167, -0.438, 0.739], [2.368, 3.230, 0.033], [2.404, 2.711, 1.753], [-1.956, -1.087, -1.317]]}

Record 2
{"formula": "C14H23NO4", "method": "the ωB97M-V functional and the def2-TZVPD basis", "e_above_lowest_ev": 15.274, "mol_weight_da": 269.341, "gap_ha": 0.3064, "lumo_ev": 0.734, "multiplicity": 1, "species": ["C", "O", "C", "C", "N", "H", "C", "C", "O", "C", "C", "O", "C", "C", "C", "C", "C", "C", "H", "O", "C", "H", "H", "H", "H", "H", "H", "H", "H", "H", "H", "H", "H", "H", "H", "H", "H", "H", "H", "H", "H", "H"], "xyz": [[0.064, 0.290, 4.533], [0.075, -0.592, 3.480], [-0.824, -0.427, 2.327], [-0.476, 0.807, 1.573], [-1.194, 0.814, 0.439], [-0.603, 1.179, -0.300], [-2.449, 0.870, 0.489], [-3.113, 1.049, -1.106], [-3.480, -0.276, -1.469], [-2.534, -1.291, -1.610], [-1.583, -1.104, -3.119], [-0.526, -0.038, -2.905], [0.373, -0.346, -1.948], [0.740, -1.773, -1.650], [1.879, -1.780, -0.823], [2.846, -0.992, -0.537], [2.437, 0.333, -0.996], [1.387, 0.495, -1.825], [1.093, 1.580, -2.462], [3.360, 1.357, -1.016], [4.524, 1.444, -0.230], [5.330, 0.474, -0.721], [4.995, 2.270, -0.348], [4.364, 0.891, 0.788], [3.693, -0.837, -0.199], [2.017, -2.884, -0.455], [-0.007, -2.539, -1.536], [-2.361, -0.631, -3.865], [-1.251, -2.131, -3.259], [-1.829, -1.341, -0.756], [-2.959, -2.234, -1.800], [-2.416, 1.472, -1.796], [-4.069, 1.483, -1.147], [-3.056, 0.354, 1.106], [-2.652, 2.042, 0.785], [-0.658, 1.659, 1.884], [0.624, 0.962, 1.324], [-0.570, -1.598, 1.871], [-1.689, -0.393, 2.829], [0.917, -0.041, 5.265], [-1.012, 0.274, 4.978], [0.590, 1.149, 4.205]]}

Record 3
{"formula": "C14H23NO5", "method": "the ωB97M-V functional and the def2-TZVPD basis", "e_above_lowest_ev": 1.049, "smiles": "CCCCNC1=CC(=O)OC1=O.CC(C)=O.CC(C)=O", "mol_weight_da": 285.340, "gap_ha": 0.3248, "lumo_ev": -0.585, "multiplicity": 1, "species": ["C", "C", "C", "C", "N", "C", "C", "C", "O", "O", "C", "O", "H", "H", "H", "H", "H", "H", "H", "H", "H", "H", "H", "C", "C", "O", "C", "H", "H", "H", "H", "H", "H", "C", "C", "O", "C", "H", "H", "H", "H", "H", "H"], "xyz": [[3.433, 0.047, -0.918], [3.791, 1.516, -1.115], [2.573, 2.395, -1.417], [1.572, 2.475, -0.254], [0.154, 2.313, -0.628], [-0.191, 1.094, -1.170], [-0.670, 0.788, -2.385], [-0.849, -0.677, -2.426], [-1.075, -1.293, -3.429], [-0.638, -1.182, -1.167], [-0.109, -0.168, -0.385], [0.301, -0.366, 0.708], [2.845, -0.098, -0.013], [4.344, -0.532, -0.772], [2.882, -0.359, -1.766], [4.460, 1.590, -1.972], [4.298, 1.896, -0.227], [2.903, 3.410, -1.638], [2.102, 2.010, -2.324], [1.791, 1.747, 0.523], [1.658, 3.457, 0.207], [-0.172, 3.065, -1.218], [-0.883, 1.466, -3.193], [-5.661, -0.581, -0.421], [-5.263, -0.093, -1.794], [-4.951, 1.058, -1.989], [-5.267, -1.115, -2.905], [-5.614, 0.245, 0.285], [-6.678, -0.976, -0.443], [-4.985, -1.372, -0.094], [-6.267, -1.533, -3.030], [-4.567, -1.919, -2.674], [-4.963, -0.638, -3.834], [1.527, -1.138, 3.343], [2.553, -1.867, 4.176], [3.676, -2.062, 3.774], [2.110, -2.345, 5.540], [1.969, -0.852, 2.397], [0.666, -1.779, 3.154], [1.191, -0.242, 3.869], [1.272, -3.036, 5.441], [1.792, -1.497, 6.148], [2.936, -2.852, 6.035]]}

Record 4
{"formula": "C14H23O5P", "method": "the ωB97M-V functional and the def2-TZVPD basis", "e_above_lowest_ev": 0.126, "smiles": "CCCC(=O)c1cc(CP(=O)(OCC)OCC)oc1C", "mol_weight_da": 302.307, "gap_ha": 0.3392, "lumo_ev": 0.743, "multiplicity": 1, "species": ["C", "C", "C", "C", "O", "C", "C", "O", "C", "C", "H", "C", "P", "O", "O", "C", "C", "H", "H", "H", "H", "H", "O", "C", "C", "H", "H", "H", "H", "H", "H", "H", "C", "H", "H", "H", "H", "H", "H", "H", "H", "H", "H"], "xyz": [[1.290, 1.956, 1.327], [2.655, 2.470, 0.888], [3.052, 2.019, -0.526], [3.311, 0.527, -0.547], [4.395, 0.074, -0.234], [2.182, -0.334, -0.896], [2.134, -1.702, -0.713], [0.920, -2.169, -1.049], [0.170, -1.117, -1.467], [0.891, 0.029, -1.393], [0.536, 1.000, -1.664], [-1.255, -1.349, -1.792], [-2.309, -0.559, -0.504], [-3.670, -1.077, -0.329], [-1.466, -0.558, 0.869], [-1.782, -1.514, 1.870], [-1.039, -2.819, 1.644], [-1.240, -3.505, 2.463], [-1.369, -3.273, 0.712], [0.031, -2.637, 1.586], [-2.863, -1.689, 1.867], [-1.487, -1.056, 2.819], [-2.161, 0.965, -0.967], [-2.910, 1.960, -0.270], [-4.317, 2.086, -0.829], [-4.278, 2.336, -1.886], [-4.837, 1.139, -0.714], [-4.858, 2.863, -0.297], [-2.352, 2.893, -0.402], [-2.944, 1.716, 0.796], [-1.474, -2.416, -1.817], [-1.532, -0.905, -2.748], [3.157, -2.658, -0.230], [2.689, -3.448, 0.354], [3.895, -2.125, 0.364], [3.673, -3.116, -1.074], [3.984, 2.519, -0.798], [2.276, 2.296, -1.237], [2.650, 3.563, 0.910], [3.419, 2.127, 1.589], [1.046, 2.345, 2.314], [0.513, 2.272, 0.635], [1.274, 0.870, 1.376]]}

Record 5
{"formula": "C14H24BrN3OP2Pr", "method": "the ωB97M-V functional and the def2-TZVPD basis", "total_charge": 2, "s2": 3.782, "mol_weight_da": 533.126, "gap_ha": [0.3167, 0.2289], "lumo_ev": [-6.515, -8.912], "multiplicity": 4, "species": ["Pr", "P", "P", "N", "N", "H", "H", "H", "C", "H", "C", "H", "H", "C", "C", "H", "C", "H", "H", "H", "H", "H", "O", "C", "C", "C", "H", "H", "H", "H", "H", "H", "H", "C", "H", "Br", "C", "C", "C", "C", "N", "C", "H", "H", "H", "H"], "xyz": [[-0.486, 0.978, -0.482], [-3.095, -0.447, -1.035], [1.597, 3.405, -1.317], [-0.388, -1.261, 0.347], [1.720, 0.462, 0.332], [0.905, -2.704, 1.227], [2.520, -0.740, 1.909], [0.418, -1.389, 2.319], [0.689, -1.627, 1.273], [2.602, -1.496, 0.275], [1.981, -0.863, 0.951], [-0.377, -3.158, -0.563], [3.721, 0.939, 0.694], [-0.827, -2.147, -0.552], [2.761, 1.290, 0.247], [-2.860, -2.746, -0.381], [-2.255, -2.131, -1.057], [-2.295, -2.556, -2.063], [1.120, 2.280, -2.108], [0.538, 3.514, -0.315], [-3.550, -0.553, -2.386], [-4.310, -0.900, -0.461], [-0.285, 0.000, -2.521], [0.389, -1.162, -2.757], [-0.158, -2.028, -3.877], [1.876, -0.905, -2.920], [0.133, -1.807, -1.719], [-1.082, -2.514, -3.555], [-0.376, -1.453, -4.776], [0.590, -2.773, -4.157], [2.277, -0.361, -2.062], [2.407, -1.848, -3.054], [2.066, -0.281, -3.806], [2.824, 2.562, -0.332], [3.794, 3.050, -0.180], [0.624, 3.939, 4.907], [-0.506, 2.727, 3.994], [-1.627, 2.184, 4.635], [-2.433, 1.290, 3.920], [-2.126, 0.991, 2.592], [-1.074, 1.562, 1.967], [-0.232, 2.367, 2.668], [-1.841, 2.459, 5.658], [-3.303, 0.826, 4.382], [-2.725, 0.292, 1.998], [0.659, 2.734, 2.142]]}

Record 6
{"formula": "C14H24ClI2OP2Rh", "method": "the ωB97M-V functional and the def2-TZVPD basis", "total_charge": 2, "e_above_lowest_ev": 0.258, "s2": 6.033, "mol_weight_da": 662.460, "gap_ha": [0.2657, 0.1768], "lumo_ev": [-6.593, -10.071], "multiplicity": 5, "species": ["I", "I", "Rh", "P", "C", "C", "H", "H", "H", "H", "H", "H", "C", "H", "H", "H", "P", "C", "C", "H", "H", "H", "C", "H", "H", "H", "H", "H", "H", "C", "O", "Cl", "C", "C", "C", "C", "C", "C", "C", "H", "H", "H", "H", "H", "H"], "xyz": [[-0.427, -1.185, -5.034], [-0.429, 1.379, -3.418], [-0.362, 0.322, -0.827], [-2.688, -0.056, -1.142], [-3.570, 1.500, -0.788], [-3.194, -0.586, -2.805], [-4.245, -0.909, -2.807], [-4.563, -1.358, -0.313], [-2.551, -1.421, -3.111], [-3.038, -2.286, -0.272], [-3.280, 2.253, -1.532], [-3.046, 0.237, -3.513], [-3.491, -1.305, -0.076], [-4.653, 1.326, -0.831], [-3.363, -1.047, 0.981], [-3.294, 1.851, 0.215], [1.923, 0.076, -1.085], [2.739, 1.645, -0.659], [2.663, -1.185, -0.011], [1.908, -1.224, -3.117], [3.566, -0.628, -2.740], [2.308, 0.465, -3.433], [2.495, -0.372, -2.750], [2.105, -2.121, -0.128], [3.710, -1.348, -0.295], [3.829, 1.513, -0.668], [2.408, 1.972, 0.335], [2.617, -0.878, 1.040], [2.454, 2.414, -1.389], [-0.396, 2.156, -0.525], [-0.428, 3.316, -0.566], [0.411, 2.399, 2.168], [0.899, 0.857, 2.747], [1.863, 0.815, 3.754], [2.259, -0.416, 4.284], [1.681, -1.590, 3.802], [0.732, -1.538, 2.790], [0.321, -0.317, 2.225], [-0.718, -0.249, 1.159], [2.266, 1.755, 4.143], [2.977, -0.419, 5.105], [1.964, -2.551, 4.233], [0.293, -2.458, 2.419], [-1.138, -1.248, 0.990], [-1.519, 0.445, 1.445]]}